{"formula": "C37H31ClN5O3PPb", "method": "wB97M-V/def2-TZVPD", "symbols": ["H", "O", "C", "C", "H", "P", "C", "H", "C", "C", "H", "C", "C", "H", "C", "H", "H", "C", "C", "C", "Cl", "H", "H", "C", "C", "H", "C", "C", "C", "H", "H", "C", "C", "C", "C", "H", "C", "H", "Pb", "C", "H", "C", "H", "H", "C", "H", "C", "C", "H", "N", "N", "C", "C", "H", "H", "N", "N", "H", "C", "O", "O", "N", "C", "H", "C", "C", "C", "C", "H", "H", "C", "H", "H", "H", "C", "H", "H", "C", "H"], "coordinates": [[16.00610, 18.35516, 6.80882], [14.38747, 11.65963, 11.96054], [17.04358, 11.04342, 14.27399], [15.05708, 16.27810, 9.39070], [7.06970, 8.96848, 9.27645], [8.76981, 10.06575, 10.86172], [14.19387, 11.53344, 14.31686], [7.22614, 15.36991, 13.46405], [15.30062, 15.13218, 7.16300], [7.73479, 8.69179, 10.16839], [9.68815, 13.54215, 6.48928], [14.13471, 8.14833, 8.71403], [8.18874, 15.01284, 13.10187], [7.66038, 12.79419, 10.10186], [14.77663, 15.19064, 8.52413], [12.63298, 12.09384, 15.55586], [16.89108, 11.60738, 12.16409], [14.90055, 11.17517, 15.44096], [10.06994, 15.05042, 11.67905], [13.81020, 7.05983, 9.50773], [16.94379, 10.37209, 16.84138], [8.46874, 7.97474, 9.76548], [10.67629, 10.89271, 15.41654], [12.84152, 7.30418, 10.55745], [12.36865, 8.59442, 10.72974], [6.65162, 11.18743, 11.38476], [16.35880, 11.44896, 13.16477], [15.72049, 17.54151, 7.35307], [8.73184, 13.80652, 13.72385], [15.01926, 14.24051, 6.68470], [12.51409, 6.50817, 11.27166], [9.97205, 10.88082, 8.55133], [10.02443, 13.32905, 13.24040], [8.58546, 13.26972, 8.28524], [10.19078, 11.70941, 7.45130], [15.84907, 16.22737, 11.07940], [7.50005, 10.90295, 11.91912], [16.04083, 16.35155, 5.67448], [12.21079, 12.12170, 10.73525], [9.04837, 11.25533, 9.53562], [14.21170, 6.04717, 9.21933], [8.36320, 12.43938, 9.36672], [8.22647, 11.41603, 16.11846], [7.09011, 10.15438, 12.60179], [15.78744, 16.34350, 6.67352], [15.04621, 10.55052, 7.64480], [8.09583, 13.03562, 14.72774], [9.50526, 12.91174, 7.32346], [8.71448, 16.64084, 11.67758], [10.61472, 13.91395, 12.14977], [14.56306, 12.83734, 8.43547], [10.62743, 12.23156, 13.89880], [14.90492, 11.55633, 13.08500], [7.33397, 8.27406, 11.06849], [10.52525, 9.96569, 8.64685], [12.79588, 9.68097, 10.06145], [13.99803, 11.78760, 9.00981], [7.84349, 11.61874, 12.64833], [10.04839, 11.60766, 14.91826], [13.22337, 14.03121, 9.82659], [14.90185, 16.19577, 10.71151], [11.98851, 12.02461, 13.53953], [8.93482, 15.74103, 12.20260], [11.52173, 8.91409, 11.45753], [8.73751, 11.96128, 15.24789], [12.82260, 11.92894, 14.52198], [16.22824, 10.83674, 15.39799], [14.13616, 13.99097, 8.93660], [7.16176, 13.39290, 15.13991], [14.74658, 8.21619, 7.82394], [14.30843, 10.63427, 8.50580], [10.92962, 11.44821, 6.70310], [15.32143, 18.50009, 9.18106], [8.00766, 14.17411, 8.18726], [13.69602, 9.43130, 9.08901], [14.33809, 11.12132, 16.32746], [10.52510, 15.53400, 10.82966], [15.32203, 17.53545, 8.78679], [18.07454, 10.80307, 14.19654]], "forces_ev_per_angstrom": [[0.5366, 2.5196, -0.7990], [-0.3260, 0.2154, -0.3724], [-1.8244, 0.1358, -1.2622], [-0.8480, 1.8387, -3.1113], [0.6927, 0.0242, 1.7528], [-3.0237, 2.0458, -0.8780], [0.4933, 0.1422, 0.8609], [0.1183, -0.0357, -0.0725], [-1.5362, 2.8873, 3.7842], [1.7597, -0.1097, -1.4826], [0.1548, 0.4537, -0.5924], [-0.2140, 0.9851, 0.4591], [0.3783, -0.1428, 1.1026], [-0.1523, -0.1133, 0.2261], [2.4011, 0.5013, -2.1398], [-0.9853, 0.2509, 0.8584], [-0.8157, -0.2546, 1.5958], [-1.2237, 0.2505, -1.3341], [0.4754, -0.6531, 0.9892], [-1.0256, -0.1953, -0.0810], [0.4560, -0.4402, 0.7551], [-0.4153, -0.1078, 0.0674], [-0.4686, -0.5261, 0.4785], [0.8250, -0.9201, -0.0690], [-1.4718, 1.1831, 0.9594], [-1.1232, 0.8572, -1.3778], [1.2125, -0.1087, -2.0483], [-1.3589, -3.2352, 4.2305], [1.1203, 0.3346, -1.6215], [0.4161, -0.7565, -1.1742], [0.3131, 0.7263, -0.9798], [0.1470, 0.4968, -0.8611], [-2.3297, 1.2946, -0.5048], [-0.3043, -0.1798, 0.0786], [0.3545, -0.4361, 0.2973], [-2.2032, 0.0817, -0.4538], [1.6027, -1.8593, 1.9028], [0.8589, 0.1997, -2.0680], [0.9629, 0.6542, -0.2410], [0.8486, -1.3501, -0.1140], [-0.6092, 1.1558, 0.7592], [-0.5292, 1.2547, 0.8050], [0.8372, 0.7836, -1.4490], [0.1606, -0.4726, -0.0961], [-0.9370, -1.1024, 0.5479], [-0.9838, 0.1853, 1.1655], [0.0687, 1.0163, -0.3964], [0.0899, -0.5601, 0.3685], [-0.7123, 0.6073, 0.2239], [-0.8329, 1.5117, -0.0504], [0.7770, 0.3246, -0.6880], [2.0940, 2.0120, -1.6160], [0.7347, 0.2452, -0.7432], [-0.9018, -0.4451, 0.1071], [0.2254, -0.3135, -0.0225], [0.5243, -1.9798, -0.5108], [-0.1644, -1.1909, -0.8217], [0.3911, 0.7148, -0.3868], [-0.6756, -0.6883, 0.4546], [-0.8985, 0.2973, 0.6217], [2.0141, -0.3823, 2.4394], [0.2917, -0.4977, 1.3922], [0.6506, -2.6910, -0.0669], [1.5074, -1.2136, -0.7974], [-1.2964, -1.4564, 2.9712], [-0.1316, -0.5011, -2.4158], [1.4784, 0.1542, 0.7219], [-0.6431, -1.7105, 2.0396], [-0.1491, -0.2237, -0.0530], [0.3024, -0.9346, 0.1248], [0.3429, 0.0160, -0.8105], [-0.0733, -0.1506, 0.0564], [-0.0086, 1.0200, 1.5755], [-0.0255, 0.1429, 0.0255], [0.1553, 0.9515, 0.5173], [-0.1998, -0.1200, 1.3119], [0.5585, -0.3119, -0.2315], [1.3679, -2.1086, -4.2642], [0.7220, 0.0074, 0.4307]], "lumo_energy_ev": [-7.31, -9.43], "e_above_lowest_kj_mol": 402.8, "homo_ev": [-11.906, -11.906], "total_charge": 2, "homo_lumo_gap_ev": [4.593, 2.475]}